Entry 1:
{
  "formula": "C32H40BN6O17",
  "method": "ωB97M-V with the def2-TZVPD basis set",
  "symbols": ["C", "C", "N", "C", "N", "C", "O", "C", "C", "C", "O", "O", "C", "C", "O", "N", "C", "C", "N", "C", "N", "N", "B", "O", "C", "C", "H", "H", "H", "H", "H", "H", "H", "H", "H", "H", "H", "H", "H", "H", "H", "H", "H", "H", "H", "H", "H", "H", "H", "H", "H", "H", "H", "H", "C", "C", "C", "O", "C", "C", "C", "O", "O", "O", "H", "H", "H", "H", "C", "C", "C", "O", "C", "C", "C", "O", "O", "O", "H", "H", "H", "H", "C", "C", "C", "O", "C", "C", "C", "O", "O", "O", "H", "H", "H", "H"],
  "coordinates": [[-3.299, -4.090, 3.490], [-3.181, -2.872, 2.396], [-2.319, -1.789, 3.006], [-1.656, -0.948, 1.947], [-2.683, -0.818, 0.825], [-3.520, 0.171, 1.094], [-4.519, 0.781, 1.566], [-0.436, -1.804, 1.354], [0.850, -0.954, 0.901], [1.362, -1.627, -0.505], [1.508, -3.078, -0.409], [2.613, -3.353, -1.151], [2.018, -1.231, 1.973], [3.330, -0.322, 1.804], [3.603, 0.315, 0.717], [4.368, -0.185, 2.882], [4.181, -1.209, 3.955], [4.345, 1.212, 3.423], [0.597, 0.483, 0.596], [-0.347, 1.116, 1.521], [-0.334, 2.474, 1.544], [-1.330, 0.443, 2.382], [-1.027, 0.564, 3.856], [-0.226, -0.344, 4.646], [-1.662, 1.863, 4.660], [-0.907, 2.064, 6.108], [-2.299, -4.309, 4.017], [-4.158, -3.924, 4.237], [-3.553, -5.056, 2.891], [-4.274, -2.530, 2.221], [-2.729, -3.353, 1.457], [-1.604, -2.328, 3.545], [-0.077, -2.658, 2.054], [-0.842, -2.344, 0.405], [0.481, -1.450, -1.251], [2.269, -1.089, -0.955], [3.347, -3.685, -0.570], [2.368, -2.340, 1.893], [1.617, -1.102, 3.041], [4.062, -2.276, 3.537], [3.183, -0.972, 4.515], [5.006, -1.174, 4.765], [3.276, 1.534, 3.693], [5.094, 1.303, 4.300], [4.734, 1.912, 2.585], [0.347, 0.643, -0.401], [0.396, 3.028, 1.038], [-1.078, 3.040, 1.995], [-0.766, -0.882, 5.270], [-2.784, 1.661, 4.905], [-1.504, 2.855, 4.099], [-0.924, 3.203, 6.354], [-1.494, 1.558, 6.972], [0.202, 1.770, 6.075], [-0.079, 0.004, -5.954], [-0.284, 0.013, -4.636], [0.633, 0.740, -3.712], [0.404, 0.743, -2.510], [1.790, 1.427, -4.291], [1.999, 1.415, -5.611], [1.067, 0.712, -6.537], [1.277, 0.736, -7.737], [3.073, 2.048, -6.161], [-1.346, -0.645, -4.080], [-0.738, -0.518, -6.636], [2.457, 1.935, -3.608], [2.999, 1.895, -7.125], [-1.276, -0.487, -3.118], [-2.304, -5.121, -3.161], [-2.725, -5.447, -4.385], [-1.774, -5.560, -5.528], [-2.190, -5.879, -6.629], [-0.357, -5.273, -5.275], [0.062, -4.943, -4.052], [-0.884, -4.857, -2.904], [-0.462, -4.570, -1.795], [1.378, -4.670, -3.804], [-4.043, -5.692, -4.638], [-2.983, -5.038, -2.322], [0.319, -5.340, -6.117], [1.428, -4.460, -2.849], [-4.089, -5.908, -5.592], [-1.641, 6.597, -0.428], [-0.868, 5.511, -0.436], [0.617, 5.614, -0.459], [1.293, 4.593, -0.445], [1.214, 6.952, -0.502], [0.442, 8.042, -0.498], [-1.045, 7.939, -0.446], [-1.719, 8.953, -0.425], [0.984, 9.292, -0.540], [-1.406, 4.253, -0.421], [-2.722, 6.535, -0.408], [2.294, 7.012, -0.536], [0.223, 9.907, -0.526], [-0.642, 3.647, -0.431]],
  "e_lumo_ev": -4.00,
  "de_lowest_kcal_mol": 0.0,
  "e_homo_ev": -11.329,
  "orbital_gap_ev": 7.33,
  "total_charge": 1
}

Entry 2:
{
  "formula": "C3H8N2O2",
  "method": "ωB97M-V with the def2-TZVPD basis set",
  "symbols": ["C", "C", "C", "N", "N", "O", "O", "H", "H", "H", "H", "H", "H", "H", "H"],
  "coordinates": [[-1.854, -0.398, 0.099], [0.788, -0.132, 1.251], [1.060, -0.084, -1.192], [-0.798, -1.060, -0.135], [0.549, -0.797, 0.022], [-0.834, 2.097, -0.493], [-3.021, -0.227, 0.128], [0.316, -0.669, 2.040], [1.856, 0.007, 1.438], [0.340, 0.852, 1.118], [2.061, 0.162, -1.021], [1.040, -0.895, -1.871], [0.328, 0.765, -1.629], [-0.815, -2.149, -0.172], [-1.016, 2.529, 0.417]],
  "e_lumo_ev": [-1.25, -1.26],
  "de_lowest_kcal_mol": 159.2,
  "e_homo_ev": [-8.161, -8.154],
  "orbital_gap_ev": [6.91, 6.90]
}

Copy entry 2 word for word.
{
  "formula": "C3H8N2O2",
  "method": "ωB97M-V with the def2-TZVPD basis set",
  "symbols": ["C", "C", "C", "N", "N", "O", "O", "H", "H", "H", "H", "H", "H", "H", "H"],
  "coordinates": [[-1.854, -0.398, 0.099], [0.788, -0.132, 1.251], [1.060, -0.084, -1.192], [-0.798, -1.060, -0.135], [0.549, -0.797, 0.022], [-0.834, 2.097, -0.493], [-3.021, -0.227, 0.128], [0.316, -0.669, 2.040], [1.856, 0.007, 1.438], [0.340, 0.852, 1.118], [2.061, 0.162, -1.021], [1.040, -0.895, -1.871], [0.328, 0.765, -1.629], [-0.815, -2.149, -0.172], [-1.016, 2.529, 0.417]],
  "e_lumo_ev": [-1.25, -1.26],
  "de_lowest_kcal_mol": 159.2,
  "e_homo_ev": [-8.161, -8.154],
  "orbital_gap_ev": [6.91, 6.90]
}